{"formula": "C21H29N2O7PPt", "method": "ωB97M-V with the def2-TZVPD basis set", "de_lowest_kj_mol": 0.0, "gap_ha": [0.2993, 0.2458], "energy_ev": -52095.57564, "homo_energy_ev": [-7.792, -8.001], "s_squared": 2.01, "spin_multiplicity": 3, "species": ["Pt", "C", "O", "C", "C", "C", "C", "C", "C", "O", "C", "O", "C", "H", "H", "H", "H", "H", "H", "H", "H", "H", "C", "C", "N", "C", "C", "N", "C", "O", "O", "C", "O", "O", "H", "H", "H", "H", "H", "C", "C", "P", "C", "C", "C", "C", "H", "H", "H", "H", "H", "H", "H", "H", "H", "H", "H", "H", "H", "H", "H"], "xyz": [[0.387, 0.849, 0.399], [-2.162, -5.463, 0.761], [-1.764, -4.516, -0.270], [-0.590, -3.871, -0.058], [0.348, -4.392, 0.901], [1.469, -3.576, 1.123], [1.752, -2.343, 0.466], [2.700, -1.450, 1.095], [3.834, -2.004, 1.932], [2.631, -0.250, 0.869], [0.831, -1.870, -0.506], [0.892, -0.650, -1.080], [-0.246, -2.737, -0.841], [-3.201, -5.648, 0.587], [-1.994, -5.057, 1.724], [-1.637, -6.415, 0.564], [0.156, -5.311, 1.453], [2.172, -3.950, 1.924], [3.472, -2.448, 2.837], [4.482, -1.187, 2.259], [4.370, -2.804, 1.428], [-0.957, -2.340, -1.527], [-2.396, 1.691, -2.594], [-2.457, 0.673, -1.495], [-1.685, 0.510, -0.404], [-2.241, -0.506, 0.336], [-3.282, -1.042, -0.343], [-3.412, -0.293, -1.479], [-4.303, -2.118, -0.106], [-4.141, -2.822, 0.977], [-5.152, -2.272, -0.955], [-1.648, -1.016, 1.630], [-2.280, -1.837, 2.267], [-0.463, -0.610, 1.860], [-2.703, 2.664, -2.240], [-3.066, 1.398, -3.344], [-1.441, 1.668, -3.032], [-4.178, -0.464, -2.154], [-3.405, -2.334, 1.674], [-0.883, 4.410, 0.244], [0.323, 4.268, -0.703], [1.386, 2.821, -0.274], [2.430, 2.554, -1.708], [1.705, 1.921, -2.886], [2.675, 3.525, 0.863], [2.257, 3.600, 2.352], [-1.568, 5.226, -0.054], [-0.450, 4.618, 1.241], [-1.410, 3.502, 0.323], [1.118, 5.104, -0.602], [0.107, 4.125, -1.772], [3.151, 1.868, -1.317], [2.956, 3.480, -2.020], [2.391, 1.414, -3.635], [1.150, 2.574, -3.538], [1.020, 1.058, -2.528], [2.862, 4.511, 0.359], [3.530, 2.861, 0.859], [1.386, 4.264, 2.572], [3.159, 3.857, 2.921], [2.015, 2.579, 2.666]], "atomic_forces_ev_per_a": [[0.186, -0.090, 0.246], [0.500, -0.411, -2.150], [0.040, 0.359, 0.328], [1.344, -0.520, -0.009], [0.262, 2.027, -0.873], [0.338, -1.160, 0.602], [-0.987, -1.046, 1.051], [0.428, -0.496, -0.755], [0.073, 0.544, 0.121], [0.373, 1.259, 0.722], [-0.579, 0.060, -0.453], [-0.073, -1.312, 0.391], [-0.080, -0.252, 1.405], [-0.623, 0.127, -0.002], [0.172, 0.273, 0.987], [-0.012, 0.386, 0.459], [0.258, 0.446, -0.137], [-0.745, 0.638, -1.027], [-0.496, -0.272, 0.584], [0.040, -0.146, -0.399], [0.156, 0.139, -0.266], [-0.492, 0.035, -0.532], [-0.142, -0.589, 1.700], [0.190, -0.811, 0.737], [-0.838, 0.713, -0.450], [0.280, -0.329, 0.327], [-1.049, 0.047, -0.155], [-0.363, 0.326, -0.545], [0.832, 0.028, 0.182], [0.171, 0.720, 0.871], [-0.279, -0.188, -0.054], [1.743, 1.501, -2.336], [-0.919, -1.148, 1.625], [-0.459, 0.106, 0.062], [0.241, 0.372, 0.109], [-1.107, -0.402, -1.095], [1.437, 0.420, -0.427], [0.784, 0.171, 0.673], [-0.491, -0.734, -1.214], [1.354, 1.648, -0.026], [1.562, 0.351, 0.212], [0.014, -0.393, 0.387], [-0.175, 0.710, -1.230], [-0.221, -2.774, -0.659], [-1.357, 0.533, 0.104], [0.007, 0.045, -0.381], [0.405, -0.385, 0.208], [-0.575, 0.088, -0.345], [-0.769, -1.184, -0.042], [-1.688, -0.826, -0.326], [-0.274, 0.249, 0.308], [0.706, -0.549, 0.105], [-0.203, -0.374, 0.317], [-0.351, 0.547, 1.133], [-0.472, 0.709, 0.185], [1.022, 1.441, -0.530], [0.408, -0.740, 0.814], [0.298, 0.011, -0.530], [0.881, -0.411, -0.126], [-0.474, 0.378, 0.107], [-0.215, 0.137, 0.011]]}



{"formula": "C31H36B2F4GeIrN4O5S", "method": "ωB97M-V with the def2-TZVPD basis set", "total_charge": 1, "gap_ha": [0.1345, 0.1448], "energy_ev": -131334.44567, "homo_energy_ev": [-10.582, -10.589], "species": ["Ir", "C", "C", "N", "O", "B", "F", "F", "O", "N", "C", "C", "C", "N", "O", "B", "F", "F", "O", "N", "C", "C", "C", "H", "H", "H", "H", "H", "H", "H", "H", "H", "H", "H", "H", "C", "Ge", "C", "C", "C", "C", "C", "C", "C", "C", "C", "C", "C", "C", "C", "C", "C", "C", "C", "C", "H", "H", "H", "H", "H", "H", "H", "H", "H", "H", "H", "H", "H", "H", "H", "H", "O", "S", "C", "C", "C", "C", "H", "H", "H", "H", "H", "H", "H", "H"], "xyz": [[-1.147, 0.578, 2.037], [-0.546, 2.779, 5.614], [-1.074, 2.086, 4.413], [-0.357, 1.148, 3.787], [0.964, 1.157, 4.035], [1.868, -0.046, 3.972], [2.895, 0.187, 4.805], [1.163, -1.182, 4.257], [2.441, -0.112, 2.555], [1.518, 0.102, 1.606], [1.484, 1.326, 0.995], [2.359, 2.425, 1.470], [0.251, 1.635, 0.284], [-0.419, 2.653, 0.780], [-1.471, 3.136, 0.066], [-2.680, 3.609, 0.807], [-2.422, 4.629, 1.663], [-3.586, 3.883, -0.160], [-3.234, 2.409, 1.610], [-2.409, 1.970, 2.565], [-2.279, 2.486, 3.774], [-3.231, 3.460, 4.362], [-1.541, 0.601, -0.856], [0.307, 2.230, 6.008], [-1.315, 2.877, 6.375], [-0.205, 3.778, 5.336], [3.076, 2.043, 2.190], [1.751, 3.200, 1.941], [2.880, 2.896, 0.638], [-3.996, 3.712, 3.631], [-2.703, 4.370, 4.642], [-3.692, 3.049, 5.260], [-1.680, -0.132, -1.644], [-2.095, 1.514, -1.067], [-1.939, 0.164, 0.097], [0.448, -0.774, 1.493], [0.713, -1.867, -0.283], [0.608, -3.606, 0.728], [-0.611, -4.125, 1.139], [-0.662, -5.336, 1.807], [0.511, -6.013, 2.097], [1.730, -5.479, 1.720], [1.782, -4.265, 1.056], [-0.413, -2.078, -1.943], [-1.683, -2.642, -1.952], [-2.342, -2.861, -3.149], [-1.739, -2.522, -4.350], [-0.474, -1.959, -4.349], [0.184, -1.738, -3.151], [2.554, -1.543, -0.996], [3.205, -2.647, -1.545], [4.500, -2.534, -2.020], [5.158, -1.317, -1.966], [4.505, -0.204, -1.466], [3.207, -0.320, -0.997], [0.588, -1.563, 2.239], [-1.531, -3.587, 0.951], [-1.617, -5.740, 2.111], [0.475, -6.945, 2.641], [2.651, -5.993, 1.953], [2.738, -3.840, 0.789], [-2.166, -2.921, -1.027], [-3.323, -3.316, -3.149], [-2.247, -2.710, -5.283], [0.016, -1.711, -5.279], [1.180, -1.320, -3.150], [2.691, -3.597, -1.600], [4.998, -3.402, -2.427], [6.174, -1.232, -2.321], [5.004, 0.754, -1.443], [2.695, 0.561, -0.628], [-0.140, 0.831, -0.758], [-0.564, 3.219, -2.780], [0.000, 1.881, -3.888], [-1.070, 1.714, -4.955], [-2.409, 1.954, -4.263], [-2.251, 3.232, -3.451], [0.122, 0.982, -3.282], [0.971, 2.165, -4.290], [-1.026, 0.717, -5.395], [-0.923, 2.451, -5.744], [-2.643, 1.114, -3.607], [-3.221, 2.057, -4.982], [-2.949, 3.335, -2.620], [-2.335, 4.119, -4.081]], "atomic_forces_ev_per_a": [[2.005, -0.264, -1.274], [0.184, -0.245, -0.048], [2.256, -1.817, 0.344], [-0.492, 1.597, -0.318], [-0.742, 0.572, 0.091], [-0.179, -0.780, 0.276], [0.293, 0.263, -0.053], [-0.357, -0.180, 0.042], [0.154, 0.125, -0.924], [0.603, 4.137, -0.565], [1.167, -2.151, 2.692], [0.458, -0.118, -0.255], [-1.820, -2.723, -1.619], [-2.316, 1.578, 0.754], [1.929, -1.485, 0.708], [-0.523, 0.391, 0.123], [0.363, 0.159, 0.444], [-0.103, -0.184, -0.005], [-0.384, 0.014, 0.543], [-0.133, 1.162, 1.201], [-2.128, 0.092, -2.019], [0.085, 0.203, -0.238], [-0.430, 0.602, -0.499], [-0.055, 0.051, 0.026], [-0.113, 0.051, 0.006], [-0.019, 0.070, -0.016], [0.038, 0.042, -0.091], [-0.113, -0.069, -0.021], [0.095, 0.048, -0.078], [0.015, -0.014, 0.070], [-0.022, 0.085, 0.010], [0.014, -0.087, 0.031], [0.007, -0.085, 0.250], [0.138, -0.205, 0.046], [-0.063, -0.249, 0.141], [-1.528, -1.211, -0.481], [0.283, -1.525, 0.167], [0.332, 1.107, -0.857], [-0.048, -0.068, -0.062], [-0.100, 0.069, 0.144], [0.000, -0.142, 0.056], [0.148, 0.019, 0.153], [-0.034, -0.192, -0.054], [0.395, 0.383, 0.942], [-0.046, -0.049, 0.072], [-0.113, -0.069, 0.019], [0.022, 0.022, -0.047], [-0.004, -0.058, -0.135], [0.157, 0.058, 0.198], [-0.865, -0.259, 0.425], [-0.151, 0.002, 0.100], [0.060, -0.153, -0.083], [0.031, 0.101, 0.013], [0.037, 0.039, -0.080], [-0.071, 0.266, 0.075], [0.060, 0.142, -0.373], [-0.133, -0.016, -0.090], [-0.050, -0.058, 0.055], [-0.010, -0.106, -0.027], [0.050, -0.088, 0.075], [0.111, -0.028, -0.038], [-0.073, -0.062, 0.081], [-0.067, -0.013, 0.014], [-0.059, -0.002, -0.088], [0.013, 0.029, -0.090], [0.080, 0.074, -0.094], [0.052, -0.097, -0.003], [0.027, -0.041, -0.038], [0.089, -0.006, -0.040], [0.040, 0.070, -0.015], [0.300, -0.087, -0.232], [1.093, 1.244, 0.966], [0.357, -0.012, -0.286], [0.202, 0.160, 0.226], [-0.067, -0.058, 0.127], [0.021, 0.141, -0.088], [-0.058, 0.357, 0.017], [0.020, -0.088, -0.156], [0.012, -0.098, -0.084], [0.026, 0.007, -0.091], [-0.010, 0.008, -0.044], [-0.025, -0.081, 0.033], [-0.054, -0.057, 0.020], [-0.100, -0.061, -0.072], [-0.163, -0.100, -0.007]]}



> Which formula does entry 2 have?

C31H36B2F4GeIrN4O5S